1.
This record from the Open Molecules 2025 dataset describes 12 unconnected molecules or ions with the total composition C30H78N6O12S6 in a non-equilibrium geometry. The level of theory is ωB97M-V with the def2-TZVPD basis set.

E_tot = -4810.258141 Eh
E_LUMO = -0.22 eV
energy above the lowest of the compared OMol25 structures with the same formula, charge and spin = 34.4 kcal/mol
E_HOMO = -0.3030 Eh
HOMO-LUMO gap = 8.02 eV

Last column: Mulliken charge in e.
Element x y z (Å)
C (2.56, -1.36, 4.03)  -1.21
C (1.89, -2.56, 3.43)  0.62
O (0.74, -2.55, 2.99)  -0.48
N (2.66, -3.69, 3.32)  -0.20
C (2.22, -4.82, 2.50)  -0.54
H (2.04, -0.42, 3.88)  0.20
H (3.59, -1.14, 3.74)  0.36
H (2.60, -1.53, 5.11)  0.40
H (3.65, -3.51, 3.36)  0.30
H (1.57, -4.55, 1.66)  -0.13
H (1.71, -5.56, 3.11)  0.29
H (3.19, -5.12, 2.11)  0.41
C (-2.15, -4.07, 2.71)  -0.44
C (-3.21, -4.45, 1.68)  0.58
O (-3.25, -3.95, 0.57)  -0.55
N (-4.13, -5.35, 2.14)  -0.20
C (-5.27, -5.79, 1.34)  -0.78
H (-1.17, -4.33, 2.31)  -0.05
H (-2.27, -4.45, 3.73)  0.47
H (-2.08, -2.99, 2.72)  0.03
H (-3.97, -5.94, 2.93)  0.26
H (-4.88, -6.18, 0.39)  0.27
H (-5.89, -4.96, 1.03)  0.21
H (-5.81, -6.58, 1.84)  0.32
C (3.56, 1.57, -3.37)  -0.54
C (3.40, 2.30, -4.67)  0.50
O (2.96, 3.44, -4.69)  -0.61
N (3.76, 1.60, -5.78)  -0.21
C (3.89, 2.25, -7.09)  -0.93
H (4.56, 1.16, -3.23)  0.32
H (2.82, 0.78, -3.21)  0.23
H (3.43, 2.30, -2.57)  0.05
H (3.98, 0.62, -5.74)  0.24
H (3.39, 1.52, -7.74)  0.35
H (4.92, 2.39, -7.39)  0.27
H (3.28, 3.14, -7.12)  0.32
C (4.50, 0.80, 1.96)  -0.79
C (4.88, 1.50, 0.66)  0.54
O (4.03, 2.14, 0.09)  -0.55
N (6.17, 1.36, 0.27)  -0.13
C (6.67, 1.75, -1.03)  -0.89
H (3.44, 0.99, 2.15)  0.05
H (5.19, 1.25, 2.67)  0.46
H (4.61, -0.29, 2.01)  0.21
H (6.84, 1.05, 0.95)  0.28
H (7.74, 1.84, -0.87)  0.39
H (6.43, 2.79, -1.25)  0.33
H (6.33, 1.05, -1.79)  0.11
C (-7.26, 1.12, 1.83)  -0.72
C (-6.98, -0.27, 1.32)  0.95
O (-7.50, -1.27, 1.83)  -0.74
N (-6.11, -0.39, 0.31)  0.18
C (-5.47, -1.62, -0.14)  -1.00
H (-6.78, 1.18, 2.80)  0.13
H (-8.33, 1.30, 1.85)  0.40
H (-6.82, 1.84, 1.14)  0.06
H (-5.76, 0.46, -0.11)  -0.01
H (-4.42, -1.39, -0.33)  0.13
H (-5.91, -1.93, -1.09)  0.45
H (-5.53, -2.39, 0.63)  0.32
C (-3.19, 3.81, 3.66)  -1.16
C (-3.93, 3.65, 2.36)  0.61
O (-4.36, 4.63, 1.75)  -0.71
N (-4.20, 2.42, 1.91)  0.59
C (-3.67, 1.12, 2.27)  -0.60
H (-2.29, 3.19, 3.58)  0.18
H (-3.75, 3.48, 4.53)  0.36
H (-2.81, 4.81, 3.86)  0.43
H (-4.78, 2.50, 1.09)  0.09
H (-2.58, 1.11, 2.30)  0.06
H (-3.98, 0.36, 1.57)  -0.16
H (-3.99, 0.81, 3.27)  0.47
C (1.70, 3.76, 1.74)  -0.46
S (0.24, 3.89, 2.82)  0.54
O (0.51, 4.98, 3.80)  -0.74
C (-0.90, 4.50, 1.50)  -0.39
H (1.99, 4.77, 1.45)  0.45
H (1.35, 3.21, 0.87)  -0.21
H (2.54, 3.23, 2.19)  0.22
H (-0.53, 5.35, 0.95)  0.58
H (-1.88, 4.67, 1.95)  0.04
H (-0.98, 3.63, 0.84)  -0.35
C (-2.94, 2.04, -1.51)  0.45
S (-4.60, 2.22, -2.22)  0.20
O (-5.53, 1.91, -1.06)  -0.69
C (-4.60, 4.05, -2.45)  -0.97
H (-2.92, 1.01, -1.15)  -0.29
H (-2.83, 2.72, -0.67)  -0.34
H (-2.27, 2.19, -2.36)  0.40
H (-5.59, 4.44, -2.71)  0.42
H (-3.93, 4.57, -3.13)  0.39
H (-4.41, 4.53, -1.49)  0.26
C (-0.44, -5.25, -0.75)  -0.58
S (0.61, -4.95, -2.22)  0.28
O (1.22, -3.60, -1.95)  -0.46
C (1.81, -6.23, -1.81)  -0.80
H (0.00, -4.68, 0.06)  -0.22
H (-0.62, -6.24, -0.33)  0.55
H (-1.44, -4.89, -1.00)  0.32
H (2.68, -6.24, -2.46)  0.36
H (1.28, -7.18, -1.85)  0.41
H (2.06, -6.13, -0.75)  0.09
C (4.28, -2.70, -1.22)  -0.34
S (5.87, -3.54, -0.86)  0.49
O (6.54, -4.01, -2.09)  -0.65
C (6.74, -2.03, -0.30)  -0.48
H (4.44, -1.72, -1.68)  0.10
H (3.76, -2.53, -0.28)  0.04
H (3.73, -3.35, -1.90)  0.31
H (7.00, -1.40, -1.14)  0.24
H (7.65, -2.32, 0.23)  0.47
H (6.12, -1.54, 0.45)  -0.20
C (-1.32, 4.91, -3.08)  -0.78
S (0.49, 4.88, -2.90)  0.55
O (0.97, 5.97, -2.00)  -0.68
C (0.55, 3.30, -1.94)  0.66
H (-1.46, 5.97, -3.28)  0.45
H (-1.88, 4.58, -2.20)  -0.08
H (-1.62, 4.31, -3.94)  0.41
H (1.53, 3.07, -1.52)  -0.24
H (0.40, 2.43, -2.59)  0.33
H (-0.19, 3.30, -1.15)  -0.57
C (1.24, -0.24, -0.57)  -0.49
S (-0.03, 0.08, 0.71)  0.54
O (-0.80, 1.31, 0.28)  -0.58
C (-1.13, -1.30, 0.34)  -0.32
H (2.01, 0.47, -0.28)  -0.05
H (0.91, -0.07, -1.59)  0.33
H (1.63, -1.26, -0.58)  0.33
H (-2.09, -1.24, 0.83)  -0.15
H (-0.59, -2.20, 0.67)  0.11
H (-1.07, -1.43, -0.74)  0.35



2.
This record from the Open Molecules 2025 dataset describes 9 unconnected molecules or ions with the total composition C30H78NO9. The level of theory is ωB97M-V with the def2-TZVPD basis set.

E_tot = -1921.424768 Eh
E_LUMO = -2.27 eV
net charge = +1
E_HOMO = -0.4209 Eh
HOMO-LUMO gap = 9.18 eV

Last column: Mulliken charge in e.
Element x y z (Å)
C (-3.26, -0.87, 1.87)  -0.58
O (-3.27, 0.42, 1.28)  -0.37
C (-3.61, 0.42, -0.09)  -0.94
C (-2.41, 0.05, -0.98)  0.77
C (-1.97, 1.13, -1.97)  -1.65
C (-1.64, 2.47, -1.32)  -0.47
C (-0.41, 2.40, -0.41)  1.09
C (-0.56, 3.13, 0.92)  -1.08
C (0.39, 2.61, 2.00)  -0.24
C (-0.12, 1.32, 2.67)  -0.20
C (0.95, 0.23, 2.82)  -1.52
C (1.14, -0.53, 1.52)  0.75
C (0.95, -2.04, 1.45)  -0.99
C (1.36, -2.34, -0.02)  -0.45
C (2.35, -1.21, -0.38)  -0.54
N (2.53, -0.46, 0.90)  0.02
H (-2.36, -0.97, 2.47)  0.15
H (-4.11, -1.00, 2.53)  0.15
H (-3.25, -1.65, 1.11)  0.34
H (-4.46, -0.24, -0.28)  0.35
H (-3.95, 1.43, -0.33)  0.49
H (-1.59, -0.20, -0.30)  -0.58
H (-2.62, -0.87, -1.54)  0.61
H (-1.08, 0.77, -2.49)  0.37
H (-2.74, 1.26, -2.73)  0.37
H (-2.49, 2.88, -0.77)  0.22
H (-1.43, 3.19, -2.12)  0.35
H (-0.22, 1.35, -0.20)  -0.78
H (0.48, 2.78, -0.93)  0.46
H (-1.58, 3.02, 1.29)  0.42
H (-0.37, 4.19, 0.74)  0.43
H (1.40, 2.51, 1.60)  0.09
H (0.46, 3.38, 2.77)  0.15
H (-1.00, 0.93, 2.16)  -0.13
H (-0.46, 1.56, 3.68)  0.57
H (1.89, 0.72, 3.08)  0.49
H (0.70, -0.47, 3.61)  0.47
H (0.50, -0.15, 0.73)  -0.48
H (-0.10, -2.30, 1.57)  0.29
H (1.59, -2.55, 2.17)  0.48
H (0.47, -2.15, -0.62)  0.35
H (1.81, -3.30, -0.20)  0.38
H (1.95, -0.50, -1.10)  0.33
H (3.31, -1.53, -0.78)  0.21
H (2.83, 0.51, 0.79)  0.40
H (3.18, -0.98, 1.49)  0.41
C (-6.20, -0.28, 6.23)  -1.20
C (-5.57, -1.60, 5.80)  -0.11
O (-4.30, -1.40, 5.16)  -0.40
H (-6.33, 0.37, 5.36)  0.28
H (-7.16, -0.45, 6.70)  0.36
H (-5.55, 0.24, 6.94)  0.34
H (-6.20, -2.11, 5.09)  0.23
H (-5.43, -2.26, 6.67)  0.30
H (-3.72, -0.95, 5.78)  0.22
C (6.26, -1.87, -0.32)  -0.57
C (6.19, -2.25, 1.14)  -0.42
O (4.86, -2.10, 1.67)  -0.53
H (5.94, -0.83, -0.46)  0.21
H (7.27, -1.97, -0.71)  0.29
H (5.61, -2.51, -0.92)  0.05
H (6.82, -1.61, 1.75)  0.33
H (6.51, -3.29, 1.29)  0.31
H (4.30, -2.71, 1.17)  0.24
C (-5.07, -4.85, 3.39)  -0.82
C (-5.04, -5.40, 4.80)  -0.32
O (-6.33, -5.35, 5.41)  -0.51
H (-5.44, -3.83, 3.39)  0.15
H (-4.08, -4.86, 2.94)  0.26
H (-5.74, -5.44, 2.76)  0.39
H (-4.39, -4.79, 5.43)  0.25
H (-4.67, -6.43, 4.81)  0.33
H (-6.93, -5.89, 4.89)  0.30
C (-2.73, 6.10, -2.28)  -0.97
C (-3.99, 5.72, -3.03)  -0.05
O (-4.20, 6.52, -4.18)  -0.51
H (-2.76, 7.15, -1.98)  0.35
H (-2.61, 5.48, -1.38)  0.17
H (-1.85, 5.96, -2.91)  0.34
H (-4.87, 5.87, -2.39)  0.34
H (-3.96, 4.66, -3.31)  0.04
H (-3.45, 6.39, -4.78)  0.31
C (-4.97, 2.34, -6.44)  -1.11
C (-3.98, 3.49, -6.35)  0.15
O (-4.60, 4.75, -6.54)  -0.51
H (-5.46, 2.35, -7.41)  0.31
H (-4.46, 1.38, -6.31)  0.33
H (-5.74, 2.43, -5.67)  0.33
H (-3.22, 3.41, -7.12)  0.32
H (-3.47, 3.48, -5.37)  -0.11
H (-5.27, 4.88, -5.86)  0.30
C (10.83, -3.19, -2.82)  -1.04
C (9.33, -3.37, -3.02)  -0.17
O (8.61, -2.16, -2.76)  -0.49
H (11.04, -2.86, -1.81)  0.28
H (11.36, -4.13, -3.00)  0.33
H (11.22, -2.44, -3.51)  0.32
H (8.94, -4.11, -2.33)  0.27
H (9.12, -3.71, -4.04)  0.27
H (8.93, -1.49, -3.37)  0.27
C (3.09, -6.52, -3.23)  -1.14
C (2.23, -5.42, -2.64)  -0.28
O (3.02, -4.42, -1.98)  -0.40
H (3.68, -7.00, -2.44)  0.29
H (2.47, -7.28, -3.70)  0.35
H (3.78, -6.13, -3.98)  0.34
H (1.56, -5.81, -1.89)  0.29
H (1.63, -4.95, -3.42)  0.32
H (3.63, -4.05, -2.63)  0.24
C (2.77, 5.12, 0.89)  -0.51
C (1.94, 6.14, 1.65)  -0.18
O (2.75, 7.07, 2.35)  -0.54
H (3.43, 4.58, 1.57)  0.21
H (2.13, 4.40, 0.38)  -0.13
H (3.40, 5.61, 0.14)  0.45
H (1.33, 5.64, 2.41)  0.17
H (1.27, 6.67, 0.97)  0.23
H (3.29, 7.54, 1.72)  0.32



3.
This record from the Open Molecules 2025 dataset describes a molecular structure, C30H80F2N8O13S2Ti in a non-equilibrium geometry. The level of theory is ωB97M-V with the def2-TZVPD basis set.

E_tot = -4452.446565 Eh
E_LUMO (alpha / beta) = -4.56 / -4.08 eV
<S²> = 0.75
energy above the lowest of the compared OMol25 structures with the same formula, charge and spin = 5.9 kcal/mol
net charge = +1
2S+1 = 2
E_HOMO (alpha / beta) = -0.3965 / -0.3965 Eh
HOMO-LUMO gap (alpha / beta) = 6.23 / 6.71 eV

Last column: Mulliken charge in e.
Element x y z (Å)
Ti (0.49, -1.68, 2.02)  0.81
N (-0.29, -2.32, 0.15)  -0.07
S (0.21, -3.79, -0.02)  1.07
O (1.24, -3.89, -0.96)  -0.58
O (-0.87, -4.69, 0.18)  -0.52
F (1.09, -3.78, 1.42)  -0.47
S (-0.80, -1.57, -1.15)  1.03
O (-1.13, -0.28, -0.70)  -0.51
O (-1.71, -2.29, -1.99)  -0.65
F (0.57, -1.36, -1.99)  -0.25
C (0.85, 1.00, 4.89)  -1.22
C (0.81, -0.16, 3.93)  1.11
O (1.33, -1.28, 3.98)  -0.60
O (0.10, 0.13, 2.87)  -0.38
H (1.51, 1.76, 4.58)  0.28
H (1.16, 0.62, 5.89)  0.42
H (-0.18, 1.34, 4.96)  0.28
C (1.42, 8.27, -3.59)  -1.72
C (1.22, 6.82, -3.82)  1.77
C (-0.12, 6.38, -3.28)  -1.12
O (-0.23, 4.98, -3.42)  -0.02
C (-1.50, 4.44, -3.43)  -0.89
N (1.19, 6.53, -5.21)  -0.74
H (0.74, 8.85, -4.18)  0.41
H (2.41, 8.53, -3.86)  0.42
H (1.34, 8.57, -2.59)  0.41
H (1.97, 6.19, -3.22)  -0.61
H (-1.05, 6.86, -3.75)  0.46
H (-0.20, 6.63, -2.23)  0.27
H (-1.32, 3.50, -3.86)  0.32
H (-2.33, 5.05, -3.99)  0.28
H (-1.95, 4.33, -2.48)  0.29
H (0.84, 5.61, -5.32)  0.23
H (2.10, 6.57, -5.68)  0.25
C (4.60, 3.57, -0.37)  -1.01
C (4.58, 3.72, -1.89)  0.35
C (3.17, 3.68, -2.41)  -0.62
O (2.79, 2.31, -2.16)  -0.21
C (1.44, 2.07, -2.48)  -0.32
N (5.33, 4.76, -2.49)  -0.70
H (4.24, 4.46, 0.10)  0.39
H (5.59, 3.44, 0.09)  0.34
H (3.94, 2.75, -0.15)  -0.03
H (5.01, 2.74, -2.21)  0.07
H (3.06, 3.96, -3.41)  0.68
H (2.46, 4.31, -1.84)  0.14
H (0.74, 2.69, -1.93)  0.06
H (1.16, 1.01, -2.39)  -0.15
H (1.27, 2.25, -3.55)  0.41
H (5.09, 4.79, -3.48)  0.33
H (4.95, 5.70, -2.16)  0.31
C (3.99, -0.74, -0.75)  -1.93
C (3.27, -1.39, 0.47)  1.10
C (4.27, -1.53, 1.68)  -1.16
O (4.69, -0.23, 2.12)  -0.27
C (5.15, -0.21, 3.45)  -0.84
N (2.15, -0.59, 0.97)  1.26
H (4.81, -1.22, -1.33)  0.38
H (4.48, 0.12, -0.44)  0.42
H (3.39, -0.41, -1.53)  0.50
H (2.90, -2.38, 0.07)  -0.24
H (5.15, -2.06, 1.45)  0.76
H (3.75, -2.11, 2.44)  0.38
H (6.03, -0.88, 3.67)  0.29
H (4.41, -0.59, 4.13)  0.30
H (5.30, 0.87, 3.62)  0.28
H (1.59, -0.13, 0.26)  -0.12
H (2.53, 0.11, 1.61)  -0.19
C (-4.04, -3.82, -0.56)  -1.23
C (-4.91, -2.65, -0.20)  1.34
C (-5.75, -2.18, -1.40)  -1.08
O (-6.22, -0.85, -1.18)  -0.33
C (-7.07, -0.52, -2.27)  -0.78
N (-5.70, -2.97, 0.98)  -0.44
H (-4.59, -4.48, -1.27)  0.45
H (-3.82, -4.46, 0.30)  0.42
H (-3.03, -3.58, -0.92)  -0.13
H (-4.24, -1.77, -0.03)  -0.25
H (-6.64, -2.86, -1.60)  0.31
H (-5.10, -2.18, -2.30)  0.45
H (-8.10, -0.78, -1.99)  0.28
H (-6.75, -1.05, -3.16)  0.36
H (-7.01, 0.53, -2.53)  0.25
H (-5.93, -3.99, 1.04)  0.26
H (-6.48, -2.36, 0.98)  0.25
C (-3.34, -4.00, 3.51)  -1.50
C (-2.60, -2.87, 2.75)  1.90
C (-3.09, -1.46, 3.07)  -1.32
O (-2.62, -1.26, 4.38)  -0.32
C (-3.30, -0.22, 5.03)  -0.69
N (-1.17, -2.92, 3.24)  -0.52
H (-3.19, -5.06, 3.15)  0.31
H (-4.41, -3.70, 3.43)  0.36
H (-3.10, -3.91, 4.57)  0.44
H (-2.64, -2.95, 1.67)  -1.02
H (-4.19, -1.52, 2.98)  0.75
H (-2.72, -0.82, 2.25)  0.35
H (-4.40, -0.36, 4.89)  0.34
H (-3.09, 0.82, 4.62)  0.12
H (-3.06, -0.24, 6.09)  0.31
H (-0.72, -3.89, 3.18)  0.26
H (-1.28, -2.67, 4.22)  0.43
C (-0.94, -7.20, -2.56)  -1.12
C (0.58, -7.31, -2.64)  0.73
C (1.17, -7.69, -1.24)  -0.24
O (2.55, -8.01, -1.22)  -0.43
C (3.36, -6.90, -1.29)  -0.49
N (0.90, -8.45, -3.54)  -0.74
H (-1.33, -6.78, -3.51)  0.37
H (-1.17, -6.33, -1.92)  0.02
H (-1.56, -8.09, -2.32)  0.34
H (1.01, -6.35, -3.06)  0.07
H (0.73, -8.61, -0.90)  0.40
H (0.98, -6.90, -0.50)  -0.05
H (3.08, -6.18, -2.06)  0.22
H (4.38, -7.25, -1.37)  0.33
H (3.35, -6.34, -0.33)  0.15
H (0.61, -8.24, -4.45)  0.27
H (1.99, -8.55, -3.53)  0.27
C (-2.19, 3.41, 2.75)  -0.96
C (-1.47, 4.69, 2.76)  0.41
C (-0.19, 4.65, 1.93)  -0.61
O (0.56, 3.52, 2.22)  -0.20
C (1.62, 3.26, 1.36)  0.12
N (-2.41, 5.80, 2.53)  -0.71
H (-3.01, 3.41, 3.56)  0.30
H (-1.40, 2.67, 3.01)  0.08
H (-2.68, 3.11, 1.81)  0.31
H (-1.12, 4.84, 3.78)  0.22
H (0.35, 5.55, 2.05)  0.41
H (-0.57, 4.58, 0.90)  0.13
H (2.08, 2.29, 1.71)  -0.41
H (2.36, 4.14, 1.27)  0.33
H (1.22, 3.11, 0.37)  -0.03
H (-2.01, 6.71, 2.58)  0.28
H (-2.72, 5.72, 1.57)  0.25